# C2H6F2N4

C2H6F2N4 in the gas phase (ωB97M-V/def2-TZVPD, OMol25).

Positions of all 14 atoms, in Å:
N1 2.10692 1.19386 -0.31190
N2 0.69408 1.23754 -0.23711
C1 0.00147 0.26127 -0.02671
N3 -1.24614 0.36181 0.40490
N4 -2.19143 -0.37958 -0.32594
C2 0.46935 -1.10416 0.03525
F1 1.11395 -1.58872 -1.04998
F2 1.49691 -1.28645 1.00603
H1 2.65774 0.32858 -0.19053
H2 2.51338 2.06959 0.14665
H3 -1.53029 1.26968 0.89102
H4 -2.79713 -0.78778 0.38344
H5 -2.91301 0.28087 -0.98929
H6 -0.37580 -1.85651 0.26418

Computed properties:
SMILES string: N/N=C(/NN)C(F)F
Relative energy (zero: lowest compared OMol25 entry of this formula, charge and spin) (eV): 1.304
Electronic energy (a.u.): -498.44290

=====

# C4H8O2

A molecular structure, C4H8O2 (ωB97M-V/def2-TZVPD, OMol25).

Positions of all 14 atoms, in Å:
C1 1.18776 0.89702 0.39178
C2 0.50847 -0.88212 -0.26359
O1 -0.03501 -1.47358 0.85288
C3 -1.06208 -0.46864 0.77562
C4 -0.88089 -0.50845 -0.76309
O2 -1.06166 0.58933 -1.58180
H1 0.79573 1.86177 0.84456
H2 1.90983 0.55954 1.13290
H3 1.66576 1.22156 -0.51947
H4 1.31709 -1.44985 -0.75145
H5 -0.42464 0.46348 0.97664
H6 -1.97618 -0.74859 1.30787
H7 -1.45123 -1.34765 -1.17722
H8 -0.49295 1.28617 -1.22564

Computed properties:
Relative energy (zero: lowest compared OMol25 entry of this formula, charge and spin) (eV): 4.821
Electronic energy (a.u.): -307.53525

=====

Q: What is the formula in the second record?
A: C4H8O2